DFT (wB97M-V/def2-TZVPD) results for a 2-piece molecular cluster, C5H6N2O3 overall.

Structure (ORCA input):
```
! wB97M-V def2-TZVPD RIJCOSX def2/J DEFGRID3
* xyz 0 1
N -2.25 2.06 1.07
C -1.64 1.57 0.21
C -0.87 0.78 -0.80
O -1.50 -0.43 -1.07
C 0.56 0.60 -0.36
C 1.59 -0.10 -1.06
N 2.65 -0.24 -0.31
O 2.41 0.47 0.84
C 1.17 0.96 0.80
H -0.88 1.38 -1.72
H -1.22 -1.10 -0.42
H 1.60 -0.47 -2.08
H 0.86 1.55 1.66
O -0.78 -1.97 1.08
H -0.14 -2.60 0.74
H -1.55 -2.47 1.42
*
```

SMILES: N#C[C@H](O)c1cnoc1.O
Kohn-Sham gap, eV: 10.467
HOMO level, eV: -10.218
DFT total energy, eV: -14402.725
ΔE to the lowest compared entry with this formula, charge and spin, kcal per mole: 50.43

Formally, the natural (NBO) partial charges of the atoms, in units of the elementary charge, are as follows:
1. N -0.313
2. C 0.257
3. C 0.002
4. O -0.705
5. C -0.205
6. C -0.036
7. N -0.114
8. O -0.266
9. C 0.158
10. H 0.225
11. H 0.501
12. H 0.230
13. H 0.231
14. O -0.947
15. H 0.488
16. H 0.494